Here is 8 unconnected molecules or ions with the total composition C16H46NO15 from the OMol25 dataset. Energies are from ωB97M-V/def2-TZVPD.

```
78
Properties=species:S:1:pos:R:3:forces:R:3
O -0.2576 0.8893 0.7416 -0.332 1.010 0.301
O -2.3232 0.3468 -5.2236 -0.613 -0.069 0.225
O -1.4904 0.4239 -7.8584 0.369 -0.623 -0.368
O 1.3043 6.5200 -1.9081 0.041 0.409 0.513
O -4.8732 -4.4055 -3.9089 -1.037 0.284 -1.059
O -4.4835 -0.2477 3.0106 -0.829 -0.623 1.114
O -2.1851 -4.2071 -2.9564 -1.134 -1.785 0.319
O -1.0207 -0.0048 -1.0469 -1.326 0.694 -3.025
O -6.9023 -0.9675 1.5662 -1.645 -0.173 -0.074
O 0.0067 6.1425 -4.3428 0.997 -0.410 0.173
O -0.7413 -1.1496 0.6589 -0.692 -4.741 2.586
O 6.7355 0.7716 -0.1847 -0.444 0.225 0.402
O 1.9507 -4.0306 3.3463 0.037 -1.335 -0.029
O 3.3262 -6.9299 3.9671 0.547 -0.274 -0.108
O 0.5999 3.6793 4.0989 1.357 2.611 0.655
N -0.7325 -0.0998 0.1217 2.339 3.026 0.165
C -5.0227 0.2994 1.8379 2.082 2.643 -1.036
C -1.6731 1.4730 -5.7344 1.091 -0.028 -0.057
C 1.1957 1.7225 5.3033 -0.212 0.970 0.625
C 6.0182 -0.0969 2.0581 0.877 -0.406 -1.026
C 1.5920 5.3187 -2.6165 -0.364 0.758 -0.036
C 3.6115 -5.7764 3.1805 0.143 0.454 0.458
C -1.0258 2.9085 5.5975 0.214 0.495 1.441
C 0.4978 3.1056 5.4160 -2.004 -2.194 -3.138
C 5.9752 -0.2355 0.4887 1.150 -1.076 1.008
C -0.7157 1.0428 -6.8487 -0.668 1.503 0.332
C 1.3554 5.6676 -4.1106 -0.032 -0.764 0.759
C -4.5715 -4.1829 -2.5489 0.547 -0.630 -0.457
C 4.5959 -0.3504 0.0372 -2.985 1.468 -1.091
C -6.5015 0.3814 1.6301 1.687 -0.939 0.135
C -3.2889 -4.9535 -2.3553 0.315 0.757 1.458
C 2.3138 -5.2238 2.6137 0.969 0.870 -0.667
H 4.2715 0.5834 -0.4220 0.066 0.498 0.170
H -1.0788 2.1231 6.3514 -0.922 -0.218 -0.143
H -6.3974 -1.4404 2.2318 0.004 -0.076 0.130
H -0.2927 1.9735 -7.2268 0.369 0.132 -0.190
H -4.4157 -3.1130 -2.4109 -0.210 -0.043 0.301
H 3.8953 -0.4581 0.8652 0.014 -0.360 -0.063
H -1.6766 1.0627 -8.5504 0.052 0.000 0.110
H 0.3601 6.6917 -1.9337 -0.113 -0.247 0.093
H 1.5173 -3.3700 2.8010 -0.168 -0.218 -0.356
H -3.1083 -5.1895 -1.3066 0.383 0.747 0.532
H 1.0244 4.4889 -2.1953 -0.432 -0.077 -0.449
H 5.1144 0.3126 2.5094 0.075 0.035 -0.220
H -2.0169 -3.5042 -2.3246 0.217 0.235 0.084
H 1.0777 1.1071 6.1951 0.167 0.082 0.165
H 0.4443 3.1841 3.2913 -0.176 -1.001 0.643
H -1.6317 2.7781 4.7008 0.754 -0.999 -0.299
H -6.9500 1.0338 2.3793 -0.486 -0.420 0.384
H -0.0190 7.0347 -3.9894 -0.060 0.131 -0.053
H 3.4834 -7.6582 3.3617 -0.153 -0.325 0.318
H 7.4457 0.9474 0.4368 0.251 0.282 -0.276
H 6.2368 -1.0823 2.4696 -0.382 -0.084 0.145
H 1.6795 -6.1103 2.6090 -1.034 0.508 0.614
H -4.6853 1.3356 1.8159 0.098 0.451 -0.199
H -4.4735 -0.1465 1.0087 -0.583 -0.351 -0.424
H -5.3930 -4.6025 -1.9683 0.099 0.358 0.601
H -1.9387 0.1349 -4.3699 -0.043 -0.066 0.146
H 4.3011 -1.0306 -0.7619 0.640 -0.583 0.241
H 0.1196 0.4428 -6.4877 -0.324 -0.480 -0.135
H -2.3466 2.2174 -6.1589 -0.572 -0.311 -0.115
H 4.3666 -6.0133 2.4310 -0.184 -0.117 -0.362
H 6.4018 -1.1822 0.1572 0.709 -0.286 0.647
H 2.2444 1.9555 5.1189 0.069 -0.477 -0.097
H 2.6198 5.1056 -2.3231 0.222 -0.018 -0.700
H 2.0965 6.4310 -4.3474 -0.094 0.139 -0.225
H 0.7454 1.1709 4.4780 0.156 0.076 -0.119
H -3.7530 0.3225 3.2614 0.045 -0.264 0.088
H -6.6178 0.8799 0.6678 -0.306 -0.287 -0.157
H 6.8835 0.4954 2.3555 -0.007 0.292 0.060
H -3.5174 -5.9758 -2.6563 0.833 0.101 -1.381
H -5.5621 -5.0741 -3.9135 0.033 0.047 -0.349
H -1.1576 2.0258 -4.9490 0.347 -0.049 0.145
H 0.9299 3.7409 6.1892 0.111 0.245 -0.458
H 4.0951 -5.0296 3.8102 -0.243 0.048 0.204
H -1.5607 3.7841 5.9654 0.469 0.341 0.619
H 1.5219 4.7997 -4.7487 -0.176 0.049 -0.068
H 2.4468 -5.0136 1.5524 0.040 0.453 -0.102
```
Positions in Å, forces in eV/Å.

## Properties
max |F|: 5.44 eV/Å
LUMO level: 2.366 eV
total charge: -1
multiplicity: 1
frontier orbital gap: 0.263 hartree
HOMO energy: -4.777 eV

Results of the Löwdin charge analysis, in e, for atoms 1 through 5: atom 1 (O): -0.127, atom 2 (O): -0.042, atom 3 (O): -0.061, atom 4 (O): -0.089, atom 5 (O): -0.074